Record 1
# C16H19BrNO6

An isolated ion of composition C16H19BrNO6 and charge -1 (wB97M-V/def2-TZVPD, OMol25).

The orbital gap is 5.88 eV. The net charge is -1. Its SMILES is CCOC(=O)C(C)(C(=O)OCC)[C@H](C=[N+]([O-])[O-])c1ccc(Br)cc1.

Structure (XYZ):
```
43
Properties=species:S:1:pos:R:3:nbo_charge:R:1
C -3.7680 -1.1144 -1.1844 -0.6256
C -2.3227 -1.5189 -1.3171 -0.0720
O -1.5009 -0.3330 -1.1675 -0.5366
C -0.2078 -0.6489 -0.9282 0.8124
O 0.2075 -1.7642 -1.0529 -0.5846
C 0.6045 0.6474 -0.6905 -0.2349
C -0.0875 1.8269 -1.4002 -0.6213
C 2.0962 0.5039 -1.1934 0.8449
O 2.7103 1.3620 -1.7669 -0.6254
O 2.5392 -0.7516 -1.0734 -0.5090
C 3.9639 -0.9986 -1.3320 -0.0812
C 4.1282 -2.4504 -1.5275 -0.6192
C 0.6067 0.8959 0.9833 -0.2865
C 1.4326 -0.1392 1.5950 -0.2828
N 2.7714 0.0435 1.5450 0.4438
O 3.5957 -0.9074 1.7239 -0.5952
O 3.2172 1.1723 1.2198 -0.5865
C -0.7874 1.0612 1.5839 0.1092
C -1.4008 2.3354 1.5571 -0.2097
C -2.7371 2.4668 1.8812 -0.2547
C -3.4211 1.3411 2.3458 -0.0882
Br -5.2884 1.4872 2.7291 0.0052
C -2.8116 0.1103 2.5333 -0.2422
C -1.4478 -0.0073 2.1843 -0.2213
H -4.4060 -1.9916 -1.2893 0.2041
H -3.9948 -0.6849 -0.1978 0.2188
H -4.0398 -0.3920 -1.9592 0.2066
H -2.0591 -2.2480 -0.5392 0.1936
H -2.0974 -1.9523 -2.3047 0.1812
H 0.6529 2.6144 -1.5771 0.2330
H -0.4627 1.5521 -2.4020 0.2162
H -0.8588 2.2607 -0.7413 0.2155
H 4.2463 -0.4021 -2.1904 0.1834
H 4.5112 -0.6656 -0.4428 0.2279
H 5.1857 -2.6415 -1.4775 0.2002
H 3.6172 -3.0284 -0.7679 0.2309
H 3.7503 -2.7411 -2.5005 0.1916
H 1.1546 1.7968 0.7244 0.2741
H 0.9890 -1.0554 1.9763 0.1898
H -0.8144 3.2138 1.2690 0.2246
H -3.2329 3.4099 1.8122 0.2204
H -3.3212 -0.7362 2.9622 0.2219
H -0.9123 -0.9287 2.3976 0.2278
```

Record 2
# C16H19BrTb

C16H19BrTb as an isolated structure (wB97M-V/def2-TZVPD, OMol25).

As for the multiplicity: 7. The orbital gap (alpha / beta) is 4.11 / 4.01 eV. The net charge is -1. The value obtained for the energy above the lowest of the compared OMol25 structures with the same formula, charge and spin is 396.5 kJ/mol.

Structure (XYZ):
```
37
Properties=species:S:1:pos:R:3:lowdin_charge:R:1
C -1.9019 -0.7995 -1.4955 -0.2579
C -1.5365 -1.2842 -0.2418 -0.2559
C -1.7150 -0.1938 0.7988 -0.3823
H -1.2484 -2.2983 0.0450 0.1142
C -1.9438 1.0208 -0.0785 -0.2277
C -2.1452 0.6272 -1.4001 -0.2290
H -2.4630 1.2547 -2.2260 0.1089
H -2.0005 -1.3906 -2.4098 0.1147
H -2.5468 -0.4076 1.4931 0.1550
H -1.9926 2.0265 0.3516 0.1035
Tb 0.2622 0.1638 -0.8932 0.9977
Br 1.5479 -1.5719 -2.3682 -0.1164
C 2.7161 0.6971 -5.3039 -0.2428
C 1.6134 1.4940 -5.7436 -0.2373
C 0.6165 0.6129 -6.2741 -0.2332
H 1.5537 2.5816 -5.7086 0.0370
C 1.1077 -0.7261 -6.1614 -0.2339
C 2.4064 -0.6717 -5.5686 -0.2823
H 3.0505 -1.5240 -5.3676 0.0459
H 3.6410 1.0646 -4.8637 0.0445
H -0.3362 0.9092 -6.7130 0.0383
H 0.5942 -1.6293 -6.4859 0.0465
C 1.3243 -0.7104 4.7664 -0.0673
C 0.1024 0.0069 4.2026 -0.6226
C -1.1637 -0.7136 4.7008 -0.0540
C 0.0872 1.4396 4.7449 -0.0645
C 0.1053 0.0276 2.7052 0.0497
C -0.4165 -0.0424 1.5777 -0.1260
H 1.2893 -0.6995 5.8616 0.0830
H 2.2434 -0.2077 4.4557 0.0863
H 1.3431 -1.7557 4.4459 0.0880
H -1.2050 -0.7093 5.7967 0.0838
H -2.0676 -0.2095 4.3272 0.0873
H -1.1685 -1.7618 4.3692 0.0917
H 0.9866 1.9759 4.4247 0.0868
H -0.8061 1.9710 4.3953 0.0876
H 0.0658 1.4336 5.8409 0.0828
```

Record 3
# C16H19Cl2N5Pd

C16H19Cl2N5Pd as an isolated structure (wB97M-V/def2-TZVPD, OMol25).

The orbital gap is 6.77 eV. The value obtained for the energy above the lowest of the compared OMol25 structures with the same formula, charge and spin is 11.0 kJ/mol.

Structure (XYZ):
```
43
Properties=species:S:1:pos:R:3:nbo_charge:R:1
Pd 0.0081 1.3522 0.1934 0.3765
N -0.5355 -0.4111 1.5603 -0.8541
C -1.7816 -1.2082 1.5059 -0.2201
C -1.7988 -2.2616 0.3935 -0.3984
C -2.3184 -1.7874 -0.9727 -0.5121
C -1.3830 -0.7710 -1.5834 0.0360
N -1.5042 0.4624 -1.2698 -0.7835
H 0.2537 -1.0500 1.5602 0.3682
H -0.4995 0.0681 2.4565 0.3972
H -2.6172 -0.5163 1.3814 0.1912
H -1.9356 -1.7141 2.4637 0.1870
H -2.4361 -3.0843 0.7236 0.2180
H -0.7938 -2.6832 0.2807 0.2002
H -3.3165 -1.3465 -0.8394 0.1953
H -2.4279 -2.6610 -1.6222 0.2102
H -1.0677 -1.4099 -3.9298 0.2821
H 1.3612 -0.1813 -1.1429 0.2855
H -2.2955 0.6358 -0.6280 0.3159
H 0.6408 -1.1090 -4.6539 0.0877
N -0.3068 1.7804 4.5918 -0.3682
C -0.2206 2.4430 3.6527 0.2961
C -0.1154 3.1651 2.4238 -0.2447
C -0.9258 4.2240 2.1185 -0.1311
C -0.8297 4.8049 0.8407 -0.3428
C 0.0331 4.2501 -0.0697 0.0652
N 0.9143 3.2531 0.1997 -0.5131
C 0.8526 2.6813 1.4580 -0.1005
H -1.6392 4.5907 2.8449 0.2212
H -1.4454 5.6483 0.5646 0.2199
H 0.0788 4.6329 -1.0838 0.1957
H 1.7775 2.2567 1.8444 0.2028
Cl 0.0153 -0.9528 -3.4161 0.2426
C 1.1570 -3.6556 -2.5845 0.0972
C 1.7229 -3.5230 -1.4556 -0.5111
C 2.1663 -2.9320 -0.2121 -0.2330
C 2.4423 -1.6428 -0.0310 -0.1412
C 2.3849 -0.5404 -1.0589 -0.3679
Cl 3.3787 0.8442 -0.5189 0.0311
C 2.8583 -0.9143 -2.3968 0.2641
N 3.2366 -1.1982 -3.4430 -0.2959
H 1.9144 -4.6290 -1.7303 0.3495
H 2.2643 -3.6058 0.6291 0.2418
H 2.7331 -1.3043 0.9553 0.2395
```

What did the third record say?
# C16H19Cl2N5Pd

C16H19Cl2N5Pd as an isolated structure (wB97M-V/def2-TZVPD, OMol25).

The orbital gap is 6.77 eV. The value obtained for the energy above the lowest of the compared OMol25 structures with the same formula, charge and spin is 11.0 kJ/mol.

Structure (XYZ):
```
43
Properties=species:S:1:pos:R:3:nbo_charge:R:1
Pd 0.0081 1.3522 0.1934 0.3765
N -0.5355 -0.4111 1.5603 -0.8541
C -1.7816 -1.2082 1.5059 -0.2201
C -1.7988 -2.2616 0.3935 -0.3984
C -2.3184 -1.7874 -0.9727 -0.5121
C -1.3830 -0.7710 -1.5834 0.0360
N -1.5042 0.4624 -1.2698 -0.7835
H 0.2537 -1.0500 1.5602 0.3682
H -0.4995 0.0681 2.4565 0.3972
H -2.6172 -0.5163 1.3814 0.1912
H -1.9356 -1.7141 2.4637 0.1870
H -2.4361 -3.0843 0.7236 0.2180
H -0.7938 -2.6832 0.2807 0.2002
H -3.3165 -1.3465 -0.8394 0.1953
H -2.4279 -2.6610 -1.6222 0.2102
H -1.0677 -1.4099 -3.9298 0.2821
H 1.3612 -0.1813 -1.1429 0.2855
H -2.2955 0.6358 -0.6280 0.3159
H 0.6408 -1.1090 -4.6539 0.0877
N -0.3068 1.7804 4.5918 -0.3682
C -0.2206 2.4430 3.6527 0.2961
C -0.1154 3.1651 2.4238 -0.2447
C -0.9258 4.2240 2.1185 -0.1311
C -0.8297 4.8049 0.8407 -0.3428
C 0.0331 4.2501 -0.0697 0.0652
N 0.9143 3.2531 0.1997 -0.5131
C 0.8526 2.6813 1.4580 -0.1005
H -1.6392 4.5907 2.8449 0.2212
H -1.4454 5.6483 0.5646 0.2199
H 0.0788 4.6329 -1.0838 0.1957
H 1.7775 2.2567 1.8444 0.2028
Cl 0.0153 -0.9528 -3.4161 0.2426
C 1.1570 -3.6556 -2.5845 0.0972
C 1.7229 -3.5230 -1.4556 -0.5111
C 2.1663 -2.9320 -0.2121 -0.2330
C 2.4423 -1.6428 -0.0310 -0.1412
C 2.3849 -0.5404 -1.0589 -0.3679
Cl 3.3787 0.8442 -0.5189 0.0311
C 2.8583 -0.9143 -2.3968 0.2641
N 3.2366 -1.1982 -3.4430 -0.2959
H 1.9144 -4.6290 -1.7303 0.3495
H 2.2643 -3.6058 0.6291 0.2418
H 2.7331 -1.3043 0.9553 0.2395
```